Molecular formula: C42H49Cl2N3O6P2Sr
Method: DFT, ωB97M-V/def2-TZVPD

Properties
relative energy (zero: lowest compared OMol25 entry of this formula, charge and spin)	0.50	kcal/mol
M	912.3	g/mol

ORCA input file:
```
! RIJCOSX wB97M-V def2-TZVPD def2/J DEFGRID3
* xyz 0 1
Sr 0.592 0.635 -0.613
C -2.689 -2.062 -0.679
P -2.027 -0.603 0.220
C -2.116 -1.329 1.950
N -3.279 -1.786 2.358
C -3.368 -2.330 3.597
C -4.617 -2.821 4.063
C -4.703 -3.368 5.307
C -3.554 -3.452 6.143
C -2.347 -2.994 5.712
C -2.235 -2.424 4.417
N -1.026 -1.995 3.978
C -0.941 -1.448 2.787
P 0.764 -0.947 2.173
C 1.629 -2.527 2.528
C 1.377 0.186 3.543
C 2.781 0.648 3.118
C 0.425 1.389 3.578
C 1.469 -0.441 4.931
C -3.469 0.600 0.174
C -4.857 -0.038 0.165
C -3.289 1.385 -1.138
C -3.329 1.542 1.374
H -3.533 -2.491 -0.142
H -1.898 -2.805 -0.784
H -2.991 -1.766 -1.683
H -5.477 -2.745 3.407
H -5.652 -3.747 5.668
H -3.645 -3.886 7.130
H -1.458 -3.050 6.328
H 1.493 -2.820 3.567
H 2.689 -2.427 2.293
H 1.217 -3.308 1.886
H 2.800 1.139 2.145
H 3.485 -0.189 3.073
H 3.161 1.352 3.866
H 0.318 1.864 2.597
H 0.821 2.141 4.270
H -0.572 1.104 3.929
H 2.207 -1.247 4.964
H 0.515 -0.834 5.283
H 1.805 0.334 5.631
H -5.025 -0.625 -0.742
H -5.611 0.759 0.182
H -5.018 -0.683 1.028
H -3.354 0.728 -2.013
H -2.326 1.898 -1.193
H -4.087 2.130 -1.230
H -3.637 1.047 2.298
H -3.976 2.416 1.229
H -2.304 1.900 1.502
O 1.784 -1.233 -1.265
C 3.178 -0.992 -1.618
C 3.657 0.264 -0.783
O 4.855 0.458 -0.703
O 2.696 0.968 -0.290
C 4.038 -2.193 -1.243
C 3.507 -3.247 -0.508
C 4.307 -4.325 -0.128
C 5.644 -4.354 -0.484
C 6.177 -3.305 -1.228
C 5.382 -2.235 -1.606
C 3.188 -0.652 -3.109
C 3.057 0.667 -3.542
C 2.922 0.956 -4.893
C 2.921 -0.071 -5.831
C 3.061 -1.387 -5.410
C 3.195 -1.674 -4.055
H 1.360 -1.732 -1.980
H 2.464 -3.225 -0.229
H 3.878 -5.136 0.447
H 6.270 -5.188 -0.189
H 7.223 -3.318 -1.512
H 5.806 -1.415 -2.174
H 3.051 1.479 -2.822
H 2.817 1.987 -5.213
H 2.818 0.156 -6.886
H 3.071 -2.193 -6.135
H 3.311 -2.703 -3.731
Cl -1.736 2.365 -7.895
C -1.161 2.168 -6.257
C -0.607 3.270 -5.587
C -0.149 3.140 -4.304
Cl 0.563 4.517 -3.506
C -0.212 1.902 -3.586
O 0.218 1.785 -2.387
C -0.779 0.818 -4.308
C -0.894 -0.505 -3.723
O -0.577 -0.845 -2.586
C -1.240 0.963 -5.627
H -0.535 4.226 -6.092
H -1.318 -1.270 -4.398
H -1.659 0.103 -6.144
C -1.954 5.942 0.062
N -1.311 4.802 0.693
C -1.287 4.743 2.147
C -0.796 3.820 -0.052
O -0.274 2.796 0.387
H -1.449 6.869 0.338
H -2.999 6.009 0.368
H -1.914 5.829 -1.020
H -0.988 5.716 2.541
H -0.576 3.988 2.468
H -2.274 4.492 2.542
H -0.861 3.997 -1.131
*
```

Löwdin atomic charge list, values in e, 99 entries: atom 1 (Sr): 1.369, atom 2 (C): -0.253, atom 3 (P): 0.998, atom 4 (C): -0.369, atom 5 (N): 0.130, atom 6 (C): -0.206, atom 7 (C): -0.014, atom 8 (C): -0.072, atom 9 (C): -0.072, atom 10 (C): -0.012, atom 11 (C): -0.205, atom 12 (N): 0.129, atom 13 (C): -0.369, atom 14 (P): 1.022, atom 15 (C): -0.258, atom 16 (C): -0.721, atom 17 (C): -0.091, atom 18 (C): -0.104, atom 19 (C): -0.102, atom 20 (C): -0.710, atom 21 (C): -0.099, atom 22 (C): -0.093, atom 23 (C): -0.095, atom 24 (H): 0.037, atom 25 (H): 0.044, atom 26 (H): 0.037, atom 27 (H): 0.114, atom 28 (H): 0.105, atom 29 (H): 0.105, atom 30 (H): 0.116, atom 31 (H): 0.032, atom 32 (H): 0.041, atom 33 (H): 0.040, atom 34 (H): 0.062, atom 35 (H): 0.084, atom 36 (H): 0.089, atom 37 (H): 0.047, atom 38 (H): 0.090, atom 39 (H): 0.079, atom 40 (H): 0.076, atom 41 (H): 0.056, atom 42 (H): 0.086, atom 43 (H): 0.076, atom 44 (H): 0.087, atom 45 (H): 0.059, atom 46 (H): 0.081, atom 47 (H): 0.052, atom 48 (H): 0.092, atom 49 (H): 0.079, atom 50 (H): 0.089, atom 51 (H): 0.053, atom 52 (O): -0.207, atom 53 (C): -0.285, atom 54 (C): -0.598, atom 55 (O): 0.080, atom 56 (O): -0.280, atom 57 (C): -0.150, atom 58 (C): -0.034, atom 59 (C): -0.084, atom 60 (C): -0.096, atom 61 (C): -0.070, atom 62 (C): -0.024, atom 63 (C): -0.133, atom 64 (C): -0.003, atom 65 (C): -0.063, atom 66 (C): -0.083, atom 67 (C): -0.075, atom 68 (C): -0.023, atom 69 (H): 0.098, atom 70 (H): 0.092, atom 71 (H): 0.099, atom 72 (H): 0.098, atom 73 (H): 0.103, atom 74 (H): 0.125, atom 75 (H): 0.124, atom 76 (H): 0.109, atom 77 (H): 0.102, atom 78 (H): 0.101, atom 79 (H): 0.123, atom 80 (Cl): 0.640, atom 81 (C): -0.668, atom 82 (C): -0.122, atom 83 (C): -0.564, atom 84 (Cl): 0.704, atom 85 (C): -0.399, atom 86 (O): -0.324, atom 87 (C): -0.126, atom 88 (C): -0.176, atom 89 (O): -0.082, atom 90 (C): -0.072, atom 91 (H): 0.107, atom 92 (H): 0.132, atom 93 (H): 0.116, atom 94 (C): -0.036, atom 95 (N): -0.165, atom 96 (C): -0.018, atom 97 (C): -0.314, atom 98 (O): -0.126, atom 99 (H): 0.093